{
  "formula": "C16H34N4O8Pb",
  "method": "ωB97M-V with the def2-TZVPD basis set",
  "gap_ev": [7.435, 7.019],
  "largest_force_ha_per_bohr": 0.1118,
  "e_tot_ev": -44704.3179,
  "multiplicity": 1,
  "total_charge": 2,
  "elements": ["Pb", "C", "C", "O", "C", "C", "O", "C", "C", "O", "C", "C", "O", "C", "C", "O", "H", "H", "H", "H", "H", "H", "H", "H", "H", "H", "H", "H", "H", "H", "H", "H", "H", "H", "H", "H", "N", "C", "C", "C", "C", "N", "C", "N", "N", "C", "O", "O", "H", "H", "H", "H", "H", "H", "H", "H", "H", "H", "H", "H", "H", "H", "O"],
  "positions_angstrom": [[0.697527, 1.139637, -1.085352], [-0.298617, 0.260320, -3.840754], [0.574208, 1.514258, -4.048676], [0.595853, 2.469800, -2.966342], [1.771475, 3.281827, -2.732209], [1.821558, 4.019026, -1.335826], [1.212896, 3.417241, -0.182954], [1.658359, 3.906483, 1.079425], [1.289705, 3.183543, 2.299928], [0.731295, 0.460861, 1.472399], [2.228892, -0.255072, 0.787096], [3.307947, 0.114666, -0.262003], [3.020109, 0.299224, -1.624678], [2.538147, -0.771649, -2.487986], [1.065222, -1.350562, -2.617389], [-0.160828, -0.566942, -2.635895], [-0.151056, -0.397213, -4.700739], [-1.339369, 0.573498, -3.809466], [0.159350, 2.030536, -4.915593], [1.607674, 1.232223, -4.274451], [1.779030, 4.082458, -3.471107], [2.671209, 2.673553, -2.863367], [1.332390, 4.981351, -1.487623], [2.885933, 4.171500, -1.132169], [1.302717, 4.941721, 1.201127], [2.756249, 3.920114, 1.000099], [0.295739, 3.388736, 2.690821], [1.983431, 3.341783, 3.120759], [1.916190, -1.284898, 0.655863], [2.677045, -0.147576, 1.771884], [4.048637, -0.694712, -0.154453], [3.791589, 1.049081, 0.026372], [3.175804, -1.641636, -2.307802], [2.793632, -0.380751, -3.469183], [0.895169, -2.101719, -1.851254], [1.084474, -1.920524, -3.551810], [-0.323510, -1.180479, 0.153890], [-0.487459, -0.554403, 1.424309], [-1.219499, -1.181962, 2.567315], [-1.014058, -2.664773, 2.882952], [-1.702824, -3.625195, 1.895800], [-2.986403, -3.128540, 1.384863], [-4.065380, -2.851014, 2.119492], [-5.060136, -2.147059, 1.588345], [-4.162288, -3.301680, 3.366917], [-1.647596, 0.814409, 1.060960], [-2.785186, 0.448785, 1.251249], [-1.028828, 1.820076, 0.761907], [-1.174056, -1.348575, -0.366410], [0.372964, -1.911807, 0.094048], [0.841631, -0.269961, 2.133263], [-2.271955, -0.961139, 2.369832], [-0.990639, -0.599698, 3.467876], [-1.414596, -2.835413, 3.883969], [0.043792, -2.926032, 2.951503], [-1.847040, -4.608043, 2.350162], [-1.087662, -3.797484, 1.017390], [-3.032189, -2.863364, 0.415217], [-4.933298, -1.641356, 0.725815], [-5.881489, -1.920959, 2.124775], [-3.451570, -3.887646, 3.767924], [-4.948725, -3.063290, 3.948110], [-1.461588, 1.246416, -1.638166]],
  "forces_ev_per_a": [[-3.89, 1.21, 1.23], [-0.78, 0.04, 0.31], [0.79, 0.10, -0.20], [-0.09, 0.27, 0.42], [0.09, -0.07, 0.04], [-0.45, 0.57, -0.15], [-0.53, -1.03, -1.13], [1.61, 0.70, -0.59], [-0.87, 0.91, 0.97], [1.49, -3.06, 1.27], [0.56, -0.68, 0.75], [-0.04, 0.70, -0.22], [-0.21, -0.74, -0.25], [0.29, -0.04, -0.50], [-0.36, -0.34, 0.18], [2.31, 0.21, -1.18], [0.11, 0.17, -0.12], [-0.02, -0.06, 0.07], [0.03, -0.17, -0.13], [0.02, 0.08, -0.07], [0.15, 0.00, -0.02], [-0.06, -0.11, -0.02], [0.13, 0.12, 0.11], [-0.01, 0.15, -0.10], [0.08, 0.01, -0.13], [-0.08, 0.30, 0.14], [-0.29, -0.73, -0.43], [0.44, -0.41, -0.23], [-0.12, 0.19, 0.01], [0.48, 0.01, -0.18], [-0.24, -0.10, 0.25], [-0.02, -0.10, 0.09], [-0.16, -0.13, -0.08], [0.16, -0.04, -0.01], [0.00, 0.07, 0.17], [0.35, 0.09, -0.06], [0.20, -0.29, 0.55], [-3.46, 2.20, -4.02], [1.87, -0.47, 1.60], [-0.07, 0.01, 0.00], [-0.11, -0.02, 0.05], [0.01, -0.01, 0.03], [-0.05, -0.05, -0.13], [-0.01, -0.02, -0.01], [0.08, 0.10, 0.10], [0.28, -0.60, 0.40], [-0.50, 0.26, -0.39], [-0.26, 0.25, -0.13], [0.05, 0.21, -0.11], [-0.72, -0.48, 0.01], [1.22, 0.90, 1.73], [0.21, 0.07, -0.21], [-0.10, -0.01, 0.08], [0.03, 0.01, 0.01], [0.01, -0.11, -0.05], [0.02, 0.00, 0.01], [-0.02, 0.02, -0.04], [-0.01, 0.07, 0.03], [0.08, 0.09, 0.06], [-0.01, -0.05, -0.02], [-0.05, -0.07, -0.04], [0.01, 0.01, -0.01], [0.41, -0.08, 0.29]],
  "lowdin_charge": [1.64, -0.14, -0.13, -0.28, -0.14, -0.14, -0.28, -0.26, 0.07, -0.13, 0.03, -0.22, -0.27, -0.12, -0.16, -0.28, 0.14, 0.13, 0.15, 0.12, 0.14, 0.12, 0.14, 0.13, 0.15, 0.12, 0.07, 0.07, 0.10, 0.13, 0.16, 0.14, 0.14, 0.12, 0.10, 0.14, 0.07, -0.32, -0.13, -0.15, -0.15, 0.09, -0.43, 0.23, 0.24, -0.59, 0.05, -0.02, 0.12, 0.07, 0.11, 0.09, 0.15, 0.11, 0.12, 0.13, 0.11, 0.16, 0.14, 0.14, 0.12, 0.14, -0.33]
}


{
  "formula": "CsH42O21",
  "method": "ωB97M-V with the def2-TZVPD basis set",
  "gap_ev": 11.054,
  "de_lowest_kj_mol": 35.5,
  "largest_force_ha_per_bohr": 0.0417,
  "e_tot_ev": -44227.1434,
  "multiplicity": 1,
  "total_charge": 1,
  "elements": ["Cs", "O", "H", "H", "O", "H", "H", "O", "H", "H", "O", "H", "H", "O", "H", "H", "O", "H", "H", "O", "H", "H", "O", "H", "H", "O", "H", "H", "O", "H", "H", "O", "H", "H", "O", "H", "H", "O", "H", "H", "O", "H", "H", "O", "H", "H", "O", "H", "H", "O", "H", "H", "O", "H", "H", "O", "H", "H", "O", "H", "H", "O", "H", "H"],
  "positions_angstrom": [[0.212158, 0.532096, -0.048523], [0.918254, -3.694835, -1.740610], [1.078587, -4.657524, -1.611703], [1.798702, -3.324170, -2.034561], [3.328875, -1.042371, 1.101941], [3.948227, -1.490468, 0.536051], [2.673444, -1.699515, 1.225231], [-1.661354, -3.979061, 0.097726], [-1.973956, -4.832578, -0.104574], [-1.948662, -3.778963, 0.978352], [-2.006364, 0.545398, -2.840915], [-2.281937, 0.122044, -3.698558], [-2.036338, -0.239799, -2.287542], [-4.272314, 1.792956, -1.627845], [-5.079457, 2.026369, -2.085937], [-3.635083, 1.328893, -2.176337], [3.444198, -1.806763, -1.763461], [4.188043, -2.110110, -2.287582], [2.948519, -1.197066, -2.341899], [-0.155732, 3.664509, -1.138283], [0.394109, 4.351086, -0.796033], [-1.070807, 3.721852, -0.750328], [-2.841850, 0.202868, 0.869536], [-2.202374, 0.645524, 1.480659], [-3.439360, 0.863365, 0.499369], [-1.746292, 2.251671, 2.476694], [-2.171466, 2.241914, 3.312069], [-0.798027, 2.306374, 2.560471], [-1.591636, -2.210366, -2.270847], [-0.749786, -2.597917, -2.511202], [-1.670538, -2.720701, -1.457055], [-2.504405, 3.276638, -0.034623], [-2.527371, 3.183490, 0.935902], [-3.223848, 2.888910, -0.592228], [0.935894, -2.584263, 0.882557], [0.592003, -3.107337, 1.628852], [0.440856, -2.814777, 0.119565], [-0.418690, -3.419739, 2.983096], [-0.983006, -2.662673, 2.714751], [-0.918796, -4.020256, 3.510678], [3.167013, 0.638393, 3.294143], [3.672826, 0.300413, 4.063186], [3.242371, 0.021053, 2.539725], [2.565525, 3.675035, 0.036148], [2.551431, 2.724077, -0.250223], [3.536890, 3.895770, 0.023120], [2.694274, 1.211284, -1.734473], [3.437049, 1.838681, -1.870425], [2.095419, 1.331633, -2.519079], [0.895334, -0.662928, -3.070498], [1.103517, -0.909082, -3.971155], [0.582806, 0.273451, -3.261414], [1.089496, 2.669378, 2.510763], [1.434660, 3.470986, 2.065337], [1.774352, 2.266901, 3.023849], [-3.288995, -2.536852, 2.130145], [-3.442437, -1.758354, 1.567169], [-3.570898, -2.248282, 3.025470], [0.221763, -0.096346, 3.296270], [1.171855, -0.321024, 3.297269], [-0.006546, 0.008559, 4.228184], [0.758899, 2.333750, -3.475462], [0.619754, 2.821756, -2.586228], [0.701246, 3.097017, -4.074695]],
  "forces_ev_per_a": [[0.09, -0.16, 0.08], [1.33, -0.45, -0.62], [-0.18, 1.04, -0.12], [-1.14, -0.41, 0.67], [0.73, 1.29, 0.45], [0.55, 0.08, -0.61], [-1.71, -1.29, 0.07], [1.00, 1.44, -0.64], [-0.64, -1.58, -0.36], [-0.49, 0.22, 0.88], [-0.85, -0.30, -1.36], [0.52, 0.81, 0.97], [0.26, -0.72, 0.40], [-0.09, 0.40, 1.25], [0.09, -0.14, -0.36], [0.24, -0.19, -0.74], [-0.36, -0.13, -0.36], [0.18, -0.03, -0.14], [0.14, 0.00, 0.46], [-0.47, -0.91, -0.47], [0.51, 0.73, 0.49], [0.40, -0.10, -0.14], [0.68, -0.48, 0.36], [-1.22, 0.12, -0.42], [0.18, 0.14, 0.09], [-0.65, -0.16, -1.74], [-0.23, 0.05, 1.31], [1.15, 0.24, 0.62], [-0.04, -0.08, 0.46], [0.75, 0.23, -0.77], [-0.88, -0.10, 0.62], [0.16, 0.26, -0.46], [-0.49, -0.38, -0.61], [0.19, 0.14, 0.97], [0.96, 0.92, 1.47], [0.01, -0.03, -0.30], [-0.56, -0.83, -1.28], [0.32, 1.22, -0.65], [0.10, -0.70, 0.56], [-0.70, -0.50, 0.49], [-0.15, -0.03, 0.78], [-0.38, 0.13, -1.01], [0.63, -0.07, 0.15], [1.54, -0.77, -0.33], [-0.11, 1.11, 0.28], [-1.48, -0.19, 0.13], [0.14, 0.68, -0.59], [-0.68, -0.66, -0.16], [0.94, 0.24, 0.66], [-0.29, 1.86, -0.40], [0.15, -0.61, -0.39], [0.05, -1.20, 0.49], [-1.17, 1.06, -1.10], [0.07, -0.78, 0.38], [1.02, -0.50, 0.45], [-0.08, 0.43, 0.80], [0.14, 0.02, 0.07], [0.18, -0.31, -0.89], [0.18, -0.26, -0.04], [-0.40, 0.29, 0.15], [0.09, -0.04, -0.15], [-0.04, 1.41, 1.59], [-0.30, -0.88, -1.28], [0.06, -0.59, -0.14]],
  "lowdin_charge": [1.23, -0.07, 0.08, 0.05, -0.04, 0.04, -0.01, 0.00, 0.05, 0.00, -0.09, 0.10, -0.01, -0.04, 0.07, 0.01, -0.05, 0.06, 0.02, -0.12, 0.03, 0.02, -0.13, -0.02, 0.03, -0.04, 0.06, -0.01, -0.06, 0.00, 0.00, -0.08, 0.04, 0.04, -0.10, 0.01, -0.03, -0.04, 0.04, 0.05, -0.07, 0.08, 0.00, -0.09, 0.01, 0.09, -0.17, 0.08, 0.01, -0.11, 0.06, 0.02, -0.09, 0.06, 0.01, -0.06, 0.03, 0.07, -0.09, 0.03, 0.06, -0.10, 0.05, 0.08]
}